Molecular formula: C4H7NOS
Method: DFT, ωB97M-V with the def2-TZVPD basis set

Last column: Löwdin charge in e.
Positions of all 14 atoms, in Å:
H1 -2.414 -0.268 0.458  0.04
C1 -1.894 -0.550 -0.416  -0.03
H2 0.659 0.358 1.751  0.09
C2 -0.319 -0.681 -0.076  -0.41
H3 -2.004 0.113 -1.393  0.12
C3 1.195 1.157 -0.279  -0.19
N1 0.371 -1.716 -0.474  -0.34
C4 0.215 0.534 0.788  -0.18
S1 1.926 -1.685 0.034  0.76
O1 2.415 0.880 -0.753  -0.14
H4 0.548 2.280 -0.496  0.18
H5 2.194 -0.367 0.668  -0.03
H6 -2.352 -1.368 -0.866  0.03
H7 -0.540 1.312 1.055  0.11

As for the HOMO energy: -8.33 eV. As for the gap between HOMO and LUMO: 0.2993 hartree. The value obtained for the total energy is -18629.6231 eV. The structure (SMILES) is C/C(CC=O)=N/S.